1.
The following is a quantum chemistry calculation of a structure of composition C17H16BrFN5O6S2 at a distorted geometry, from the Open Molecules 2025 dataset.

For the molecular weight, the calculation gives 549.38 g mol⁻¹. Its charge is -1.

XYZ file:
```
48
Properties=species:S:1:pos:R:3:mulliken_charge:R:1
O 1.112 6.011 -0.095 -0.441
C 0.607 5.295 -0.903 0.502
F 1.281 4.873 -1.936 -0.174
N -0.732 4.872 -0.921 -0.196
C -1.040 3.727 -0.100 0.251
O -1.540 3.868 0.962 -0.455
S -0.684 2.093 -0.902 1.282
O -1.909 1.401 -1.176 -0.679
O -0.030 2.447 -2.127 -0.692
N 0.371 1.156 -0.052 -0.326
S 0.325 1.306 1.544 0.890
O 1.194 0.298 2.068 -0.612
O -0.981 1.295 2.125 -0.533
Br 1.380 3.214 2.078 -0.178
H -1.309 5.622 -0.582 0.351
N -0.177 -4.774 -1.350 -0.588
C 0.835 -4.013 -0.933 -0.307
C 0.711 -2.673 -0.601 -0.409
C -0.535 -2.082 -0.710 0.130
C -1.601 -2.854 -1.144 -0.703
C -1.371 -4.187 -1.448 -0.193
H 1.796 -4.515 -0.863 0.348
H 1.567 -2.104 -0.264 0.408
H -0.665 -1.040 -0.463 0.450
H -2.591 -2.429 -1.243 0.375
H -2.178 -4.830 -1.787 0.494
N -3.766 -6.982 -1.290 -0.452
C -5.078 -7.035 -1.500 -0.158
C -5.995 -7.442 -0.543 -0.414
C -5.520 -7.816 0.703 -0.144
C -4.157 -7.766 0.939 -0.455
C -3.326 -7.342 -0.088 -0.150
H -5.405 -6.734 -2.489 0.352
H -7.053 -7.463 -0.769 0.339
H -6.203 -8.139 1.479 0.355
H -3.744 -8.048 1.898 0.344
H -2.253 -7.282 0.052 0.382
N 4.173 5.275 1.167 -0.201
C 4.371 6.034 0.095 -0.062
C 5.365 6.999 0.010 -0.628
C 6.196 7.185 1.102 -0.121
C 6.001 6.403 2.228 -0.543
C 4.980 5.465 2.207 -0.105
H 3.695 5.856 -0.733 0.271
H 5.482 7.587 -0.890 0.344
H 6.983 7.929 1.076 0.362
H 6.626 6.516 3.104 0.341
H 4.792 4.828 3.065 0.342
```


2.
The following is a quantum chemistry calculation of the molecule C17H16BrNO, from the Open Molecules 2025 dataset.

The SMILES is O=C(Cc1ccc(Br)cc1)N1CCc2ccccc2C1. The calculation puts the energy above the lowest of the compared OMol25 structures with the same formula, charge and spin at 0.0 kJ/mol. For the molecular weight, the calculation gives 330.22 g mol⁻¹. Its charge is 0.

XYZ file:
```
36
Properties=species:S:1:pos:R:3:mulliken_charge:R:1
O 0.435 1.491 -0.461 -0.659
C 1.034 0.435 -0.438 0.891
N 2.357 0.359 -0.709 0.146
C 3.175 -0.829 -0.682 -0.997
C 4.557 -0.581 -0.122 0.788
C 5.396 -1.672 0.071 -0.692
C 6.670 -1.504 0.579 -0.553
C 7.119 -0.233 0.901 -0.597
C 6.292 0.856 0.705 -0.614
C 5.009 0.696 0.193 0.616
C 4.114 1.883 -0.021 -0.918
C 3.074 1.559 -1.088 -1.070
H 3.567 1.390 -2.052 0.379
H 2.345 2.364 -1.188 0.416
H 3.601 2.127 0.915 0.296
H 4.701 2.753 -0.316 0.433
H 6.639 1.849 0.949 0.420
H 8.112 -0.093 1.300 0.385
H 7.310 -2.361 0.725 0.391
H 5.042 -2.662 -0.181 0.414
H 3.281 -1.228 -1.705 0.252
H 2.698 -1.602 -0.075 0.491
C 0.336 -0.889 -0.107 -0.945
C -1.147 -0.677 -0.025 0.242
C -1.696 -0.011 1.064 -0.231
C -3.055 0.227 1.136 -0.643
C -3.869 -0.209 0.106 0.103
C -3.347 -0.870 -0.990 -0.618
C -1.983 -1.096 -1.050 -0.426
H -1.571 -1.605 -1.909 0.334
H -3.995 -1.200 -1.788 0.413
Br -5.748 0.103 0.201 -0.205
H -3.479 0.748 1.982 0.411
H -1.053 0.334 1.860 0.375
H 0.570 -1.625 -0.878 0.518
H 0.714 -1.245 0.855 0.455
```


3.
The following is a quantum chemistry calculation of the molecule C17H16ClN3OS, from the Open Molecules 2025 dataset.

The SMILES is O=C(CSc1nc2ccccc2[nH]1)NCCc1ccc(Cl)cc1. The calculation puts the energy above the lowest of the compared OMol25 structures with the same formula, charge and spin at 0.0 kJ/mol. For the molecular weight, the calculation gives 345.85 g mol⁻¹. Its charge is 0.

XYZ file:
```
39
Properties=species:S:1:pos:R:3:mulliken_charge:R:1
O -0.182 3.687 -1.788 -0.662
C 0.691 2.928 -1.438 0.586
N 1.107 2.780 -0.166 -0.004
C 0.291 3.249 0.935 -0.511
H 0.372 4.339 0.999 0.433
H -0.755 2.998 0.725 0.259
C 0.746 2.601 2.244 -1.338
C 0.679 1.104 2.136 0.625
C -0.540 0.443 2.239 -0.433
C -0.624 -0.927 2.078 -0.604
C 0.527 -1.646 1.800 0.139
C 1.753 -1.013 1.694 -0.646
C 1.820 0.358 1.866 -0.359
H 2.782 0.847 1.798 0.404
H 2.643 -1.583 1.477 0.483
Cl 0.432 -3.359 1.577 -0.193
H -1.573 -1.432 2.153 0.520
H -1.437 1.007 2.443 0.414
H 0.098 2.952 3.048 0.412
H 1.769 2.915 2.464 0.334
H 1.737 2.018 0.039 0.187
C 1.510 2.150 -2.468 -0.692
H 2.438 2.682 -2.684 0.406
H 0.925 2.058 -3.383 0.358
S 2.018 0.487 -1.938 -0.213
C 0.460 -0.145 -1.487 -0.168
N -0.570 0.587 -1.185 -0.159
C -1.575 -0.303 -0.901 0.232
C -2.890 -0.074 -0.516 -0.446
C -3.683 -1.178 -0.277 -0.635
C -3.196 -2.478 -0.420 -0.498
C -1.894 -2.727 -0.808 -0.881
C -1.091 -1.625 -1.041 0.334
N 0.223 -1.488 -1.424 0.243
H 0.891 -2.222 -1.589 0.261
H -1.518 -3.732 -0.920 0.471
H -3.856 -3.311 -0.225 0.387
H -4.709 -1.037 0.027 0.393
H -3.262 0.932 -0.415 0.560
```


4.
The following is a quantum chemistry calculation of the molecule C17H16ClNO at a distorted geometry, from the Open Molecules 2025 dataset.

The SMILES is CC1(C)C[C@@H](N=O)c2ccc(-c3cccc(Cl)c3)cc21. The calculation puts the energy above the lowest of the compared OMol25 structures with the same formula, charge and spin at 402.1 kJ/mol. For the molecular weight, the calculation gives 285.77 g mol⁻¹. Its charge is 0.

XYZ file:
```
36
Properties=species:S:1:pos:R:3:mulliken_charge:R:1
O 3.195 1.859 3.786 -0.345
Cl -6.017 0.748 -2.376 -0.214
N 2.097 1.514 3.597 -0.157
C -2.355 1.106 -3.840 -0.830
C -3.692 1.164 -3.635 -0.497
C -1.438 0.784 -2.784 -0.560
C -1.495 1.227 0.749 -1.071
C -3.389 0.436 -1.414 -0.369
C -0.593 1.320 1.833 -0.847
C 0.014 -0.350 -0.297 -0.387
C -4.272 0.688 -2.445 0.065
C -1.996 0.442 -1.545 0.515
C -1.176 0.441 -0.358 0.582
C 0.580 0.529 1.890 -0.434
C 0.807 -0.353 0.810 0.033
C 1.636 -2.598 1.151 -1.374
C 2.941 -1.048 -0.398 -1.934
C 1.689 0.190 2.958 0.234
C 2.751 -0.468 2.031 -1.357
C 2.077 -1.048 0.873 1.903
H -1.906 1.446 -4.672 0.466
H -4.434 1.664 -4.213 0.399
H -0.356 0.682 -2.903 0.421
H -2.379 1.785 0.781 0.646
H -3.847 0.209 -0.464 0.457
H -0.632 1.869 2.729 0.453
H 0.095 -0.920 -1.194 0.613
H 0.831 -2.939 0.459 0.321
H 1.144 -2.645 2.149 0.396
H 2.545 -3.336 1.090 0.334
H 3.979 -1.175 -0.188 0.465
H 2.647 -1.782 -1.170 0.393
H 2.978 -0.024 -0.915 0.356
H 1.254 -0.393 3.739 0.523
H 3.275 -1.304 2.459 0.385
H 3.439 0.282 1.729 0.412
```


5.
The following is a quantum chemistry calculation of a structure of composition C17H16FN3OS at a distorted geometry, from the Open Molecules 2025 dataset.

The calculation puts the energy above the lowest of the compared OMol25 structures with the same formula, charge and spin at 1597.6 kJ/mol. For the molecular weight, the calculation gives 329.40 g mol⁻¹. Its charge is 0.

XYZ file:
```
39
Properties=species:S:1:pos:R:3:mulliken_charge:R:1
C -7.311 -2.056 -0.490 -1.181
C -5.971 -1.295 -0.236 0.946
C -5.913 0.186 -0.394 -0.447
C -4.868 0.764 -0.076 -0.658
C -3.772 -0.047 0.264 0.310
C -3.897 -1.340 0.597 -0.245
C -5.082 -2.076 0.395 -1.126
H -5.036 -3.003 0.216 0.509
H -3.025 -1.759 0.806 0.573
C -2.514 0.836 0.740 -1.019
H -2.821 2.095 1.107 0.274
H -2.041 0.463 1.381 0.798
S -1.478 0.866 -0.875 -0.117
C -0.033 1.632 0.055 0.383
N 0.147 1.676 1.163 0.161
N 1.372 2.047 1.547 -0.877
C 1.985 1.996 0.292 0.574
O 1.005 1.774 -0.639 -0.307
C 3.456 2.609 -0.202 -0.685
N 3.932 1.539 -0.853 -0.274
C 3.993 0.165 -0.650 0.906
C 3.843 -0.110 0.939 -0.611
C 4.099 -1.416 1.206 -0.703
C 4.267 -2.433 0.350 0.239
C 4.410 -1.972 -1.404 -0.864
C 4.347 -0.796 -1.532 -0.612
H 4.331 -0.724 -2.566 0.273
H 4.620 -2.745 -1.935 0.652
F 4.387 -3.818 0.648 -0.303
H 4.074 -1.864 2.257 0.229
H 3.787 0.641 1.499 0.703
H 3.728 1.565 -2.082 0.297
H 3.392 3.487 -0.667 0.466
H 3.902 2.504 0.762 0.392
H -4.933 1.804 -0.159 0.388
H -6.899 0.833 -0.688 0.106
H -8.137 -1.384 -1.057 0.265
H -7.701 -2.613 0.551 0.247
H -7.177 -2.712 -1.368 0.335
```


6.
The following is a quantum chemistry calculation of a cluster of 2 separate species, C17H16NO3 in total at a distorted geometry, from the Open Molecules 2025 dataset.

The calculation puts the energy above the lowest of the compared OMol25 structures with the same formula, charge and spin at 363.0 kJ/mol. For the molecular weight, the calculation gives 282.32 g mol⁻¹. Its charge is -1.

XYZ file:
```
37
Properties=species:S:1:pos:R:3:mulliken_charge:R:1
C 0.009 -1.540 -0.602 -0.087
C -1.093 -2.359 -0.680 -0.941
N -1.114 -3.506 0.123 1.134
O -2.163 -4.200 0.255 -0.696
O -0.027 -3.796 0.685 -0.624
C 0.393 -0.591 -1.628 0.944
C 1.751 -0.197 -1.750 -0.243
C 2.134 0.682 -2.756 -0.588
C 1.173 1.215 -3.629 -0.388
C -0.172 0.851 -3.500 -0.706
C -0.568 -0.056 -2.517 -0.295
H 0.760 -1.764 0.150 0.312
H -1.983 -2.130 -1.275 0.256
H 2.473 -0.631 -1.054 0.340
H 3.186 0.952 -2.852 0.351
H 1.482 1.887 -4.424 0.368
H -0.926 1.267 -4.170 0.351
H -1.615 -0.361 -2.424 0.218
C -2.865 -1.385 2.198 -1.442
C -1.392 -0.999 2.087 0.940
C -1.055 0.029 1.128 -1.133
C 0.019 0.951 1.321 1.059
C 1.242 0.563 1.936 -0.291
C 2.279 1.477 2.084 -0.666
C 2.119 2.807 1.671 -0.427
C 0.920 3.213 1.060 -0.463
C -0.101 2.296 0.856 -0.510
O -0.541 -1.605 2.761 -0.721
H -3.448 -1.109 1.313 0.323
H -2.940 -2.465 2.349 0.345
H -3.316 -0.899 3.072 0.387
H -1.843 0.346 0.438 0.166
H 1.336 -0.461 2.288 0.403
H 3.219 1.149 2.537 0.339
H 2.917 3.532 1.844 0.339
H 0.785 4.252 0.747 0.342
H -1.033 2.586 0.359 0.303
```


no.,total energy (eV)
1,-132054.7071
2,-91469.6527
3,-47765.8820
4,-33944.9702
5,-37942.2536
6,-25518.3765